Record 1
DFT (the ωB97M-V functional and the def2-TZVPD basis) results for 2 unconnected molecules or ions with the total composition C5H13NO2 at a distorted geometry.

Results
SMILES string: CCCCC(N)=O.O
Total charge: 0
Max |F|: 1.110 eV/A
HOMO-LUMO gap: 10.221 eV
Calculated total energy: -10981.3581 eV
E_HOMO: -9.71 eV
Energy relative to the best compared isomer or geometry (same formula, charge and spin): 12.0 kcal/mol
E_LUMO: 0.01861 Eh

Last column: Löwdin charge in e.
Element x y z (Å)
C: 0.995 0.745 2.628  -0.120
C: 0.626 0.532 1.179  -0.262
C: -0.797 1.019 0.816  -0.211
C: -1.831 -0.118 0.775  -0.115
C: -1.470 -1.278 -0.129  -0.565
N: -0.903 -0.946 -1.323  0.165
O: -1.671 -2.438 0.190  0.045
H: 1.177 1.778 2.894  0.069
H: 1.902 0.186 2.900  0.075
H: 0.261 0.369 3.337  0.072
H: 1.380 1.001 0.545  0.101
H: 0.690 -0.523 0.923  0.097
H: -1.089 1.646 1.653  0.102
H: -0.769 1.630 -0.083  0.097
H: -1.939 -0.498 1.788  0.121
H: -2.761 0.325 0.434  0.119
H: -0.870 -1.680 -2.021  0.115
H: -0.792 0.017 -1.592  0.094
O: 3.801 1.741 -3.543  -0.057
H: 4.282 0.914 -3.622  0.033
H: 3.688 2.044 -2.644  0.024

=====

Record 2
DFT (the ωB97M-V functional and the def2-TZVPD basis) results for 2 unconnected molecules or ions with the total composition C5H13NO2 at a distorted geometry.

Results
SMILES string: CCCC(=O)NC.O
Total charge: 0
Max |F|: 4.712 eV/A
HOMO-LUMO gap: 10.131 eV
Calculated total energy: -10979.7824 eV
E_HOMO: -9.23 eV
Energy relative to the best compared isomer or geometry (same formula, charge and spin): 48.3 kcal/mol
E_LUMO: 0.03308 Eh

Last column: Löwdin charge in e.
Element x y z (Å)
C: 2.280 1.121 -2.090  -0.112
C: 1.961 0.223 -0.871  -0.247
C: 1.019 -0.987 -1.216  -0.114
C: -0.297 -0.676 -0.458  -0.472
O: -1.068 -0.070 -1.192  0.025
N: -0.691 -0.947 0.847  0.003
C: 0.229 -1.552 1.655  -0.164
H: 2.370 2.267 -1.940  0.097
H: 1.384 1.050 -2.798  0.090
H: 3.145 0.785 -2.573  0.033
H: 2.987 -0.155 -0.477  0.126
H: 1.645 0.797 -0.060  0.071
H: 1.450 -2.074 -0.982  0.138
H: 0.632 -1.056 -2.247  0.107
H: -1.393 -0.333 1.178  0.135
H: -0.200 -1.727 2.658  0.092
H: 1.210 -1.070 1.918  0.093
H: 0.546 -2.527 1.191  0.098
O: -5.324 2.277 2.406  -0.087
H: -5.792 2.389 3.260  0.041
H: -6.093 2.266 1.793  0.046

=====

Record 3
DFT (the ωB97M-V functional and the def2-TZVPD basis) results for 3 unconnected molecules or ions with the total composition C5H13NO2 at a distorted geometry.

Results
SMILES string: C=C/C=C(/C)N.O.O
Total charge: 0
Max |F|: 1.981 eV/A
HOMO-LUMO gap: 8.461 eV
Calculated total energy: -10979.2837 eV
E_HOMO: -8.10 eV
Energy relative to the best compared isomer or geometry (same formula, charge and spin): 59.8 kcal/mol
E_LUMO: 0.01330 Eh

Last column: Löwdin charge in e.
Element x y z (Å)
C: -0.881 0.335 -0.846  -0.020
C: -1.955 -0.238 -0.315  -0.193
C: -1.974 -1.531 0.326  -0.100
C: -0.997 -2.189 1.007  -0.375
C: -1.253 -3.498 1.658  -0.074
N: 0.235 -1.651 1.497  0.079
H: -0.764 1.361 -1.124  0.037
H: -0.012 -0.219 -1.209  0.070
H: -2.928 0.233 -0.371  0.095
H: -2.871 -2.164 0.324  0.104
H: -2.133 -4.092 1.568  0.068
H: -1.255 -3.298 2.731  0.078
H: -0.404 -4.187 1.524  0.088
H: 0.190 -1.645 2.519  0.091
H: 0.397 -0.746 1.080  0.053
O: 2.886 4.461 -0.817  -0.045
H: 2.050 4.538 -0.323  0.071
H: 3.560 4.201 -0.185  0.058
O: 2.963 3.312 -3.284  -0.093
H: 3.147 3.677 -2.397  -0.020
H: 1.997 3.340 -3.363  0.028

=====

Record 4
DFT (the ωB97M-V functional and the def2-TZVPD basis) results for 3 unconnected molecules or ions with the total composition C5H13NO2 at a distorted geometry.

Results
SMILES string: C=C/C(N)=C/C.O.O
Total charge: 0
Max |F|: 7.647 eV/A
HOMO-LUMO gap: 8.891 eV
Calculated total energy: -10977.9115 eV
E_HOMO: -8.28 eV
Energy relative to the best compared isomer or geometry (same formula, charge and spin): 91.5 kcal/mol
E_LUMO: 0.02252 Eh

Last column: Löwdin charge in e.
Element x y z (Å)
C: 0.252 -0.436 2.185  0.088
C: 1.249 -0.083 1.372  -0.132
C: 1.124 -0.030 -0.028  -0.367
N: 0.842 1.328 -0.462  0.070
C: 1.055 -1.128 -0.843  -0.124
C: 0.928 -1.190 -2.323  -0.116
H: -0.660 -0.675 1.887  0.004
H: 0.312 -0.181 3.090  -0.006
H: 2.144 0.155 1.913  0.107
H: 0.950 1.517 -1.492  0.104
H: 1.232 2.116 0.137  0.117
H: 0.843 -2.078 -0.390  0.099
H: 1.620 -0.590 -2.905  0.069
H: -0.126 -0.926 -2.485  0.082
H: 1.125 -2.183 -2.686  0.061
O: -2.778 -1.092 0.989  0.036
H: -2.550 -0.323 1.326  -0.067
H: -2.475 -1.200 0.123  0.019
O: -2.067 2.238 0.268  -0.011
H: -1.248 1.874 0.592  -0.003
H: -1.771 2.888 -0.269  -0.033

=====

> The lowest E_HOMO belongs to which entry?

number 1

=====

What did the fourth record say?
DFT (the ωB97M-V functional and the def2-TZVPD basis) results for 3 unconnected molecules or ions with the total composition C5H13NO2 at a distorted geometry.

Results
SMILES string: C=C/C(N)=C/C.O.O
Total charge: 0
Max |F|: 7.647 eV/A
HOMO-LUMO gap: 8.891 eV
Calculated total energy: -10977.9115 eV
E_HOMO: -8.28 eV
Energy relative to the best compared isomer or geometry (same formula, charge and spin): 91.5 kcal/mol
E_LUMO: 0.02252 Eh

Last column: Löwdin charge in e.
Element x y z (Å)
C: 0.252 -0.436 2.185  0.088
C: 1.249 -0.083 1.372  -0.132
C: 1.124 -0.030 -0.028  -0.367
N: 0.842 1.328 -0.462  0.070
C: 1.055 -1.128 -0.843  -0.124
C: 0.928 -1.190 -2.323  -0.116
H: -0.660 -0.675 1.887  0.004
H: 0.312 -0.181 3.090  -0.006
H: 2.144 0.155 1.913  0.107
H: 0.950 1.517 -1.492  0.104
H: 1.232 2.116 0.137  0.117
H: 0.843 -2.078 -0.390  0.099
H: 1.620 -0.590 -2.905  0.069
H: -0.126 -0.926 -2.485  0.082
H: 1.125 -2.183 -2.686  0.061
O: -2.778 -1.092 0.989  0.036
H: -2.550 -0.323 1.326  -0.067
H: -2.475 -1.200 0.123  0.019
O: -2.067 2.238 0.268  -0.011
H: -1.248 1.874 0.592  -0.003
H: -1.771 2.888 -0.269  -0.033